1.
{"formula": "C39H45N5OsP2", "method": "ωB97M-V/def2-TZVPD", "lumo_ev": [-4.87, -8.78], "spin_multiplicity": 5, "e_tot_ev": -69648.4945, "charge": 2, "homo_ev": [-11.9, -11.9], "s_squared": 6.07, "elements": ["Os", "C", "C", "C", "C", "C", "C", "C", "C", "C", "H", "H", "H", "H", "H", "H", "H", "H", "H", "H", "H", "H", "H", "H", "H", "P", "P", "N", "N", "N", "N", "C", "C", "C", "C", "C", "C", "C", "C", "C", "C", "C", "C", "C", "C", "C", "C", "C", "C", "H", "H", "H", "H", "H", "H", "H", "H", "H", "H", "H", "H", "H", "H", "H", "H", "H", "H", "H", "H", "C", "C", "C", "C", "C", "C", "N", "C", "C", "C", "C", "C", "C", "H", "H", "H", "H", "H", "H", "H", "H", "H", "H"], "xyz": [[-2.94151, -1.87870, -1.07534], [-1.27450, -3.33036, -1.41983], [-1.08597, -2.54161, -0.25377], [-0.15647, -1.34063, -0.16178], [-0.73165, 0.00973, -0.61928], [-1.96483, -0.11559, -1.47738], [-2.00150, -0.96200, -2.65765], [-0.77969, -1.64164, -3.23479], [-0.57732, -3.07853, -2.73215], [-4.72323, -1.09050, -1.59217], [-1.60014, -4.36654, -1.28807], [-1.22085, -3.06344, 0.70298], [0.79142, -1.53660, -0.68040], [0.09787, -1.23715, 0.90197], [-0.99337, 0.60534, 0.26622], [0.03811, 0.58889, -1.14121], [-2.52849, 0.81497, -1.56990], [-2.73107, -0.67320, -3.42254], [0.12290, -1.03719, -3.06889], [-0.94408, -1.69691, -4.32069], [-0.98146, -3.78290, -3.47412], [0.49816, -3.30159, -2.65323], [-5.41275, -1.93594, -1.73820], [-4.66644, -0.47696, -2.50328], [-5.08119, -0.48274, -0.74161], [2.20524, 4.29678, 0.46486], [3.12557, 1.87715, 2.20722], [2.37050, 4.76543, -1.21207], [2.11281, 6.03985, 1.04391], [4.10881, 0.82020, 1.20728], [3.81579, 1.31393, 3.74970], [4.03020, 4.14364, 0.78660], [4.28158, 3.33523, 2.06045], [1.73034, 4.01770, -2.21163], [2.15185, 4.48027, -3.44793], [3.09863, 5.53891, -3.21608], [3.23035, 5.67823, -1.83658], [0.97251, 6.48923, 1.71003], [1.17749, 7.80313, 2.12821], [2.49658, 8.17897, 1.72085], [3.04768, 7.07858, 1.06840], [3.45685, -0.09622, 0.37465], [4.40679, -0.72926, -0.41496], [5.68545, -0.16993, -0.08017], [5.47327, 0.78539, 0.90086], [5.11472, 0.91870, 4.09911], [5.17973, 0.77182, 5.48116], [3.89498, 1.13843, 6.01119], [3.08951, 1.49391, 4.93855], [4.46519, 5.13995, 0.91184], [4.51719, 3.67946, -0.08182], [5.33459, 3.03198, 2.10479], [4.07393, 3.94560, 2.94940], [1.04105, 3.24152, -1.91801], [1.83238, 4.10248, -4.40438], [3.61262, 6.11879, -3.96389], [3.84654, 6.35045, -1.26450], [0.12718, 5.82653, 1.82595], [0.46704, 8.41888, 2.66325], [2.98770, 9.12887, 1.88054], [4.03597, 6.97820, 0.63930], [2.38514, -0.18450, 0.43752], [4.20298, -1.49561, -1.14361], [6.64036, -0.43814, -0.50844], [6.18916, 1.43253, 1.39126], [5.87787, 0.77741, 3.35139], [6.04030, 0.44364, 6.04419], [3.60461, 1.14498, 7.04835], [2.07914, 1.86479, 4.88609], [-4.84852, -6.43597, -3.80640], [-4.24853, -5.19722, -4.08296], [-3.98529, -4.30179, -3.05245], [-4.30176, -4.62360, -1.70878], [-4.96359, -5.86004, -1.46000], [-5.20756, -6.75033, -2.49450], [-4.01030, -3.73017, -0.68372], [-4.53977, -3.89978, 0.60179], [-5.45785, -2.96095, 1.13324], [-6.08804, -3.22683, 2.34601], [-5.77122, -4.37377, 3.08462], [-4.81290, -5.26604, 2.59875], [-4.20661, -5.04839, 1.36604], [-5.04066, -7.14454, -4.61189], [-3.98118, -4.92389, -5.10470], [-3.54682, -3.31731, -3.26715], [-5.26864, -6.10367, -0.44324], [-5.68883, -7.70028, -2.26596], [-5.67962, -2.07286, 0.54793], [-6.82770, -2.51813, 2.72626], [-6.26414, -4.56783, 4.03309], [-4.52829, -6.14255, 3.18126], [-3.50228, -5.76014, 0.93501]], "forces_ev_per_angstrom": [[0.0, -2.4, -2.1], [0.4, 0.4, 0.9], [0.8, -0.9, 0.7], [0.6, 0.0, 0.5], [0.1, 0.3, 0.2], [0.3, 0.9, -0.8], [0.5, 1.0, 0.1], [0.2, -0.3, -0.6], [-0.1, -0.1, -0.2], [-1.4, 0.6, 0.6], [0.0, 0.4, 0.2], [-0.1, 0.1, -0.3], [-0.2, -0.1, 0.0], [0.1, -0.1, -0.3], [0.0, -0.1, -0.2], [0.0, 0.0, -0.1], [-0.2, -0.3, 0.2], [0.1, -0.1, 0.4], [-0.3, 0.0, 0.0], [0.3, 0.2, 0.3], [0.1, 0.2, 0.2], [-0.3, 0.0, 0.1], [-0.1, 0.5, -0.2], [-0.2, -0.1, 0.3], [-0.3, 0.1, -0.5], [1.5, 2.1, -1.9], [3.5, -1.3, 1.3], [-0.4, -0.6, -0.3], [-0.9, 0.0, 1.1], [-0.8, 0.0, -1.0], [-0.7, 0.6, 0.5], [0.0, -0.3, 0.5], [-0.4, 0.3, 0.1], [0.6, 0.9, -0.5], [0.1, 0.0, 1.1], [-0.4, -0.5, 1.4], [-0.5, -0.5, -1.0], [1.8, -1.1, -1.2], [2.1, 1.9, -0.2], [-2.5, 0.1, 1.0], [-0.9, -1.3, -0.2], [1.4, -0.1, -0.3], [-0.5, 0.7, 0.7], [-0.8, 0.5, 0.6], [-0.3, -0.5, -0.6], [-0.5, 0.0, 0.9], [-0.8, 0.4, -1.1], [-0.1, 0.3, -1.1], [1.1, -0.6, 0.2], [0.0, -0.3, -0.2], [-0.4, 0.0, 0.1], [-0.4, 0.0, 0.2], [0.1, -0.1, -0.1], [0.0, 0.0, -0.2], [0.0, 0.0, 0.0], [0.0, 0.0, 0.0], [0.0, -0.1, -0.2], [0.0, 0.1, 0.0], [0.1, -0.1, -0.1], [-0.1, -0.1, 0.0], [-0.2, 0.1, 0.1], [0.0, -0.1, 0.0], [0.0, 0.0, 0.0], [-0.1, 0.1, 0.1], [-0.2, -0.2, -0.2], [-0.2, -0.2, 0.2], [-0.1, 0.0, -0.1], [0.0, 0.0, 0.0], [-0.1, -0.1, 0.1], [0.1, 0.1, -0.1], [0.1, 0.4, 0.3], [0.2, 0.1, -0.3], [-0.1, 0.2, 1.1], [0.0, -0.2, 0.0], [0.0, 0.1, 0.4], [-0.8, -0.2, -1.2], [-0.4, -1.0, 1.4], [0.6, -0.5, -0.3], [0.1, 0.0, 0.2], [0.1, 0.2, -0.4], [0.1, 0.0, 0.0], [-0.3, 0.6, -0.4], [0.0, 0.2, 0.2], [-0.1, -0.1, 0.3], [-0.1, -0.4, 0.0], [0.0, 0.0, -0.4], [0.1, 0.2, -0.1], [-0.2, -0.2, 0.2], [0.2, -0.3, -0.1], [0.1, 0.1, -0.2], [-0.1, 0.2, -0.1], [-0.1, 0.2, 0.3]]}



2.
{"formula": "C39H45NO3PdSeSi", "method": "ωB97M-V/def2-TZVPD", "lumo_ev": [4.33, 4.33], "spin_multiplicity": 1, "e_tot_ev": -125510.7203, "charge": -2, "homo_ev": [-1.0, -1.0], "elements": ["Pd", "C", "C", "C", "C", "C", "C", "Se", "C", "C", "C", "H", "H", "H", "H", "H", "H", "H", "H", "H", "H", "H", "C", "C", "O", "H", "H", "H", "C", "O", "H", "H", "H", "H", "O", "Si", "C", "C", "C", "C", "C", "C", "C", "C", "C", "C", "C", "C", "C", "C", "C", "C", "C", "C", "H", "H", "H", "H", "H", "H", "H", "H", "H", "H", "H", "H", "H", "H", "H", "C", "N", "C", "C", "C", "C", "C", "C", "C", "C", "H", "H", "H", "H", "H", "H", "H", "H", "H", "H", "H", "H"], "xyz": [[-0.42200, -0.39001, -2.07626], [-4.00598, 3.86126, 6.46404], [-3.30588, 3.15331, 5.33026], [-3.60817, 3.43140, 4.00416], [-2.94462, 2.81206, 2.95117], [-3.31235, 3.13663, 1.53349], [-1.92009, 1.87580, 3.21806], [-0.93904, 1.09325, 1.79422], [-1.64355, 1.55295, 4.56479], [-0.61142, 0.51486, 4.90154], [-2.32809, 2.19946, 5.58630], [-4.83793, 4.46290, 6.09405], [-3.31810, 4.52803, 6.99329], [-4.39949, 3.14884, 7.19409], [-4.38626, 4.15913, 3.78286], [-4.12637, 3.86629, 1.48396], [-3.61050, 2.22870, 1.00475], [-2.44405, 3.53124, 1.00261], [-0.65807, -0.29972, 4.17867], [-0.75958, 0.12042, 5.91091], [0.39566, 0.93765, 4.84046], [-2.09415, 1.94738, 6.61919], [0.90508, 2.08398, -1.42484], [0.67261, 1.18073, -2.61274], [0.92256, 1.48418, -3.73591], [1.55016, 2.91940, -1.69611], [1.33755, 1.52502, -0.59765], [-0.06204, 2.44977, -1.07465], [0.02329, -3.05023, -3.81373], [0.38423, -3.41725, -2.50076], [0.52539, -3.73974, -4.50135], [0.33452, -2.02940, -4.07316], [-1.05871, -3.13726, -3.96750], [0.38645, -2.64434, -1.88327], [0.94362, -1.49968, -0.52733], [2.42669, -1.40804, -0.02859], [3.66702, -1.74801, -1.44719], [4.93521, -2.28012, -1.21248], [5.81031, -2.55011, -2.25570], [5.43612, -2.26555, -3.56212], [4.18931, -1.71240, -3.81711], [3.31273, -1.47287, -2.76786], [3.09071, 0.20507, 0.74705], [2.66911, 0.57705, 2.02613], [3.15807, 1.71689, 2.64468], [4.09037, 2.51348, 1.99501], [4.51704, 2.16946, 0.71979], [4.02011, 1.02681, 0.10771], [2.93647, -2.71782, 1.27425], [2.38139, -3.99758, 1.21919], [2.75422, -4.99193, 2.11236], [3.70118, -4.72788, 3.09168], [4.26558, -3.46194, 3.16906], [3.88589, -2.47488, 2.26873], [5.23791, -2.49113, -0.19251], [6.78298, -2.98431, -2.04995], [6.11482, -2.48047, -4.38042], [3.90194, -1.46577, -4.83292], [2.33083, -1.05549, -2.96614], [1.93944, -0.03953, 2.53591], [2.80577, 1.99249, 3.63160], [4.48001, 3.40140, 2.48053], [5.23358, 2.79802, 0.20133], [4.36193, 0.76804, -0.88983], [1.64167, -4.20586, 0.45307], [2.30342, -5.97615, 2.04749], [4.00103, -5.50318, 3.78803], [5.00050, -3.24491, 3.93669], [4.34303, -1.49539, 2.34526], [-4.70958, 1.60135, -4.73721], [-3.39128, 1.02408, -4.90336], [-2.38502, 1.88017, -4.29460], [-3.29377, -0.36571, -4.41147], [-3.56760, -0.59385, -2.93641], [-4.89671, -0.67193, -2.51628], [-5.21525, -0.85089, -1.17920], [-4.19446, -1.00100, -0.25302], [-2.86938, -0.95052, -0.66559], [-2.51790, -0.72930, -2.00957], [-4.73730, 2.56750, -5.24905], [-4.98389, 1.76379, -3.68429], [-5.45654, 0.94622, -5.19244], [-2.43085, 2.87104, -4.75505], [-1.39830, 1.45527, -4.47096], [-2.51953, 1.98834, -3.20808], [-2.27475, -0.69061, -4.63484], [-3.99129, -0.95865, -5.01529], [-5.69781, -0.59735, -3.24753], [-6.25459, -0.86877, -0.86768], [-4.43408, -1.15899, 0.79300], [-2.09119, -1.07455, 0.07857]], "forces_ev_per_angstrom": [[2.1, 0.4, 0.7], [0.1, -0.1, -0.1], [-0.1, 0.0, 0.1], [0.0, 0.0, 0.0], [0.1, -0.1, 0.1], [-0.1, 0.1, 0.0], [0.0, 0.0, -0.2], [0.1, 0.0, 0.0], [-0.1, 0.1, 0.0], [0.0, 0.0, 0.1], [0.0, 0.0, 0.0], [0.0, 0.0, 0.0], [-0.1, 0.0, 0.0], [0.0, 0.0, 0.0], [0.0, 0.0, 0.0], [0.0, 0.0, 0.1], [0.1, 0.0, -0.1], [0.0, 0.0, -0.1], [0.1, 0.0, 0.0], [0.0, 0.1, 0.0], [0.0, -0.1, -0.1], [0.0, 0.0, 0.0], [0.1, -0.4, 0.4], [-1.8, -0.1, 0.4], [0.2, -0.7, -0.3], [0.0, -0.1, -0.2], [-0.1, 0.1, 0.1], [0.0, -0.1, 0.0], [0.1, -0.1, 0.1], [0.0, 0.1, 0.1], [0.0, 0.0, 0.0], [-0.1, -0.1, 0.0], [0.0, 0.1, 0.0], [0.2, -0.5, -0.2], [-0.8, 0.6, -0.9], [1.4, -0.1, 0.2], [-0.2, 0.0, 0.1], [0.0, 0.0, 0.0], [0.0, 0.0, 0.0], [0.1, 0.0, -0.1], [0.0, 0.0, -0.1], [0.0, 0.1, 0.1], [-0.2, -0.1, -0.1], [0.0, -0.1, 0.0], [0.0, 0.0, 0.1], [0.0, 0.0, 0.0], [0.1, 0.1, 0.0], [0.0, -0.1, -0.1], [-0.3, 0.1, 0.0], [-0.1, 0.0, -0.1], [0.0, -0.1, 0.0], [0.0, 0.0, 0.0], [0.0, -0.1, 0.0], [0.1, 0.0, 0.0], [0.0, -0.1, 0.0], [0.0, 0.0, 0.0], [0.0, 0.0, 0.0], [0.0, 0.0, 0.0], [0.0, 0.0, -0.1], [-0.1, 0.1, 0.1], [0.0, 0.0, 0.0], [0.0, 0.0, 0.0], [0.0, 0.0, 0.0], [0.0, 0.0, 0.0], [0.0, 0.0, 0.0], [0.0, 0.0, 0.0], [0.0, 0.0, 0.0], [0.0, 0.0, 0.0], [0.0, 0.0, 0.0], [0.1, 0.0, -0.1], [0.0, 0.0, 0.1], [0.0, -0.1, -0.1], [0.0, 0.3, 0.0], [0.0, -0.1, 0.1], [0.0, -0.1, -0.1], [-0.1, 0.0, 0.0], [-0.1, -0.2, 0.1], [-0.1, -0.1, -0.1], [-0.4, 0.8, -0.5], [0.0, 0.0, 0.0], [0.0, 0.0, 0.0], [0.0, 0.0, 0.0], [0.0, 0.0, 0.0], [0.0, 0.1, 0.0], [0.0, 0.0, 0.0], [0.0, -0.1, 0.1], [0.0, 0.0, 0.0], [0.0, 0.0, 0.0], [0.0, 0.0, 0.0], [0.1, 0.1, 0.0], [-0.1, 0.1, 0.1]]}